P.
DFT (ωB97M-V with the def2-TZVPD basis set) results for 2 unconnected molecules or ions with the total composition C2H5N2S.

## Properties
Kohn-Sham gap: 8.19 eV
Molecular weight: 89.1 g/mol
Total charge: +1
LUMO level: -5.18 eV

```
10
Properties=species:S:1:pos:R:3:lowdin_charge:R:1
S 3.804 0.167 -0.040 0.8073
N 1.156 0.455 0.140 -0.0139
N -1.171 0.577 -0.034 0.1969
C 2.311 -0.346 0.021 -0.7698
C -0.047 -0.119 0.004 -0.1051
H -0.221 -1.235 -0.182 0.1808
H -1.346 1.560 -0.181 0.1470
H -2.055 0.161 -0.260 0.1352
H 1.948 -2.024 0.200 0.2456
H 1.441 1.451 0.233 0.1760
```

Q.
DFT (ωB97M-V with the def2-TZVPD basis set) results for 2 unconnected molecules or ions with the total composition C2H5N2S.

## Properties
Kohn-Sham gap: 7.96 eV
Molecular weight: 89.1 g/mol
Total charge: +1
LUMO level: -6.50 eV

```
10
Properties=species:S:1:pos:R:3:lowdin_charge:R:1
S 2.938 0.376 -0.012 0.9105
N -0.281 -1.711 -0.038 0.2661
N -0.105 1.110 -0.026 0.1116
C 1.992 -0.922 0.125 -0.5597
C 0.553 -0.849 0.009 -0.2334
H -0.694 1.150 0.778 0.0762
H 0.946 1.408 0.164 0.0352
H 2.218 -2.014 -0.026 0.1166
H -1.263 -2.031 0.091 0.1646
H -0.475 1.493 -0.911 0.1123
```

R.
DFT (ωB97M-V with the def2-TZVPD basis set) results for a gas-phase ion, C2H5N2S (charge +1).

## Properties
Kohn-Sham gap: 8.04 eV
Molecular weight: 89.1 g/mol
Total charge: +1
LUMO level: -6.29 eV

```
10
Properties=species:S:1:pos:R:3:lowdin_charge:R:1
S 1.550 0.960 -2.410 0.8492
N 0.450 0.833 1.382 0.2143
N -0.440 -0.668 -0.446 0.1449
C 0.555 0.625 0.182 -0.3406
C 1.473 1.235 -0.796 -0.5584
H -0.428 -1.682 -0.120 0.1680
H -1.409 -0.295 -0.212 0.1587
H 2.276 1.882 -0.270 0.1187
H -0.041 0.192 2.063 0.1421
H -0.098 -0.543 -1.516 0.1031
```

So which one is most stable? That would be R, about 0.456 eV below the next structure.

P.
DFT (ωB97M-V with the def2-TZVPD basis set) results for C3H7N3 in the gas phase.

## Properties
Kohn-Sham gap: 8.87 eV
Molecular weight: 85.1 g/mol
LUMO level: 0.79 eV

```
13
Properties=species:S:1:pos:R:3:lowdin_charge:R:1
N -0.349 0.533 -0.325 -0.2583
N -0.860 1.707 -0.927 -0.0002
N -0.193 -1.181 1.217 0.0100
C 0.950 -0.097 -0.672 -0.1575
C 1.087 -1.196 0.402 -0.1788
C -0.915 -0.187 0.767 -0.1707
H -1.955 0.136 1.043 0.1298
H 1.789 0.530 -0.682 0.0781
H 1.883 -0.893 1.025 0.0822
H 1.285 -2.152 -0.066 0.0994
H 0.903 -0.409 -1.732 0.1090
H -0.299 2.475 -0.329 0.1275
H -0.531 1.778 -1.995 0.1294
```

Q.
DFT (ωB97M-V with the def2-TZVPD basis set) results for C3H7N3 in the gas phase.

## Properties
Kohn-Sham gap: 9.22 eV
Molecular weight: 85.1 g/mol
LUMO level: 1.08 eV

```
13
Properties=species:S:1:pos:R:3:lowdin_charge:R:1
N -0.615 -0.244 0.454 -0.2963
N 0.030 1.001 0.094 -0.0308
N 0.185 -1.339 0.072 0.0501
C 1.505 0.634 0.013 -0.1152
C 1.386 -0.949 -0.082 -0.1108
C -1.889 -0.161 -0.189 -0.1222
H 2.168 0.952 0.771 0.0789
H -1.726 0.556 -1.018 0.0771
H -2.170 -1.222 -0.471 0.0841
H -2.714 0.074 0.591 0.0946
H -0.198 1.492 0.999 0.1323
H 1.947 0.928 -0.883 0.0643
H 2.091 -1.723 -0.352 0.0938
```

So which one is most stable? That would be P, about 0.723 eV below the next structure.

P.
DFT (ωB97M-V with the def2-TZVPD basis set) results for 2 unconnected molecules or ions with the total composition C7H16.

## Properties
Kohn-Sham gap: 11.07 eV
Molecular weight: 100.2 g/mol
LUMO level: 1.18 eV

```
23
Properties=species:S:1:pos:R:3:lowdin_charge:R:1
C 0.715 0.756 -0.502 -0.3017
C 1.439 -0.508 -0.179 -0.3455
C -2.510 -1.213 0.805 -0.0889
C -0.586 2.741 0.343 -0.0657
C -1.630 -2.203 0.309 -0.0588
C 1.663 -1.543 -1.259 -0.1395
C 0.495 1.600 0.658 -0.2735
H -1.397 2.067 0.154 0.0318
H -0.112 3.300 -0.359 0.0309
H -3.176 -1.440 1.568 -0.0150
H 2.450 -0.258 0.398 0.1586
H 2.390 -2.324 -0.739 0.1013
H 0.169 1.062 1.481 0.0835
H 2.084 -1.434 -2.350 0.1000
H -0.785 -1.593 -0.489 0.0843
H -0.985 3.397 1.151 0.0816
H -2.336 0.022 0.720 0.0971
H -1.647 -3.267 0.603 0.0433
H 1.395 2.137 0.905 0.1047
H 1.272 1.137 -1.403 0.1323
H 0.805 -0.901 0.530 0.0414
H 0.658 -2.104 -1.371 0.0518
H -0.369 0.571 -0.976 0.1460
```

Q.
DFT (ωB97M-V with the def2-TZVPD basis set) results for 3 unconnected molecules or ions with the total composition C7H16.

## Properties
Kohn-Sham gap: 10.35 eV
Molecular weight: 100.2 g/mol
LUMO level: 0.75 eV

```
23
Properties=species:S:1:pos:R:3:lowdin_charge:R:1
C -0.203 1.898 1.911 -0.1599
C 0.346 0.452 -0.088 -0.1678
C -0.396 -0.249 -2.253 -0.1407
C 0.655 1.709 2.873 -0.0991
C 1.209 -1.694 -0.936 -0.0752
C -1.517 -1.278 -0.389 -0.0647
C -0.004 -0.807 -0.902 -0.6916
H -0.341 3.007 1.486 0.1274
H -2.189 -1.853 -1.116 0.0606
H -1.563 0.186 -2.125 0.1265
H -1.355 -2.067 0.613 0.1146
H -0.889 1.212 1.523 -0.0051
H 0.848 -2.550 -1.563 0.0867
H -1.894 0.048 0.113 0.1811
H -0.475 -1.107 -3.003 0.0864
H -0.357 1.213 -0.191 0.0252
H 2.048 -1.088 -1.479 0.1232
H 0.435 0.242 1.059 0.0924
H 1.174 0.908 -0.496 0.0646
H 0.261 0.579 -2.743 0.1037
H 0.846 0.739 3.366 0.0620
H 1.429 -2.062 0.078 0.0813
H 1.482 2.402 3.183 0.0684
```

So which one is most stable? That would be P, about 1.288 eV below the next structure.

P.
DFT (ωB97M-V with the def2-TZVPD basis set) results for 2 unconnected molecules or ions with the total composition C4H7IN2.

## Properties
Kohn-Sham gap (alpha / beta): 8.11 / 8.36 eV
Molecular weight: 210.0 g/mol
LUMO level (alpha / beta): 0.47 / 0.16 eV

```
14
Properties=species:S:1:pos:R:3:lowdin_charge:R:1
I -3.226 2.168 0.902 0.8030
N -3.220 -2.202 -0.299 -0.0481
N -3.927 -1.297 -0.444 0.0490
C 1.126 1.058 -0.305 -0.0867
C 0.212 0.667 0.907 -0.2694
C -1.019 -0.067 0.370 -0.3058
C -2.165 0.501 0.385 -0.6881
H 1.601 0.152 -0.618 0.0549
H -0.146 1.529 1.341 0.0313
H -0.742 -1.091 0.068 0.1006
H 1.756 1.984 -0.078 0.0978
H -3.587 -3.175 -0.507 0.0837
H 0.435 1.293 -1.084 0.0520
H 0.645 0.137 1.809 0.1257
```

Q.
DFT (ωB97M-V with the def2-TZVPD basis set) results for C4H7IN2 in the gas phase.

## Properties
Kohn-Sham gap: 8.63 eV
Molecular weight: 210.0 g/mol
LUMO level: 0.14 eV

```
14
Properties=species:S:1:pos:R:3:lowdin_charge:R:1
I 4.236 0.502 -1.325 0.8286
N 2.292 0.730 -1.144 -0.6204
N 0.554 0.781 0.468 0.0054
C 1.295 -0.232 -1.643 -0.1943
C -1.858 0.439 0.591 -0.0082
C -0.670 0.042 0.812 -0.2068
C 1.542 -0.072 -0.219 -0.4706
H -2.272 1.343 0.267 0.0513
H 0.399 1.667 0.075 0.0925
H -0.500 -0.837 1.474 0.1258
H 0.355 0.241 -2.031 0.1196
H -2.642 -0.116 0.865 0.0111
H 1.779 -1.088 -2.247 0.1162
H 1.963 -0.915 0.387 0.1498
```

So which one is most stable? That would be Q, about 1.786 eV below the next structure.